1.
C4H5N3 | ωB97M-V/def2-TZVPD

Properties
* lowest unoccupied orbital energy: -0.3 eV
* DFT total energy: -319.5557 Eh
* largest force on an atom: 0.757 eV/Å

Positions of all 12 atoms, in Å:
C 0.077728 -0.045152 1.100116
C -0.834095 -0.744076 1.656262
N -1.862319 -1.462411 1.598799
C -2.133304 -1.511942 0.249792
N -1.402702 -0.904414 -0.663394
C -0.331664 -0.194087 -0.261240
H -3.001652 -2.089660 -0.045191
H 0.243482 0.291468 -1.049937
N 2.522742 1.811051 -0.541807
H 2.854090 1.041554 -1.130902
H 1.908346 2.397038 -1.126233
H 1.959349 1.410631 0.213736

Forces on the atoms, in the same order (eV/Å):
-0.217 -0.168 0.138
-0.094 -0.073 -0.017
0.368 0.270 0.010
-0.120 -0.056 -0.292
0.018 -0.021 0.303
0.027 0.064 -0.312
0.104 0.064 0.039
-0.128 -0.107 0.109
-0.418 -0.039 -0.430
-0.166 0.344 0.304
0.420 -0.430 0.460
0.208 0.152 -0.314

Atomic partial charges in e from the Mulliken method, atoms 1 to 4:
1. C -0.452
2. C 0.490
3. N -0.445
4. C -0.142

2.
C51H70F5N3O6 | ωB97M-V/def2-TZVPD

Properties
* lowest unoccupied orbital energy: 0.5 eV
* DFT total energy: -3100.1998 Eh
* largest force on an atom: 4.235 eV/Å

Positions of all 135 atoms, in Å:
F 2.071713 -2.903138 -1.755853
C 2.884268 -3.838703 -1.232518
C 3.138112 -3.915376 0.157341
C 4.051286 -4.894633 0.546746
C 4.669816 -5.811566 -0.379240
C 4.335411 -5.684454 -1.695610
C 3.378969 -4.764609 -2.129823
H 2.693667 -3.260388 0.872054
H 4.283008 -4.964066 1.616019
H 5.416536 -6.541883 -0.138406
H 4.783749 -6.308859 -2.499901
H 3.099085 -4.537541 -3.178248
F -5.560928 -0.065972 2.939607
C -4.562655 -0.983738 3.004601
C -3.312817 -0.465109 3.107260
C -2.219021 -1.280315 3.294551
C -2.386737 -2.669344 3.165809
C -3.701134 -3.147286 3.163221
C -4.819464 -2.283131 3.062810
H -3.160761 0.580433 2.959003
H -1.184711 -0.920635 3.383861
H -1.617205 -3.383534 3.242530
H -3.827978 -4.233005 3.261313
H -5.800393 -2.676315 3.111501
F -2.179280 5.459223 -2.153233
C -0.771907 5.440807 -2.074327
C -0.218107 4.239361 -1.754118
C 1.209868 4.224920 -1.735346
C 1.965495 5.349954 -2.099450
C 1.328816 6.506222 -2.523011
C -0.068166 6.541504 -2.466188
H -0.774258 3.320052 -1.605627
H 1.705321 3.288103 -1.427850
H 3.012737 5.230887 -2.236011
H 1.860246 7.376273 -2.853944
H -0.516492 7.492517 -2.735938
F -0.993074 1.581755 7.063016
C 0.036761 2.052368 6.332660
C 0.822633 3.056388 6.921583
C 1.909562 3.461769 6.136357
C 2.272192 2.861509 4.966079
C 1.491637 1.900904 4.497136
C 0.363330 1.463548 5.102760
H 0.577776 3.445672 7.855150
H 2.554516 4.238317 6.511496
H 3.165804 3.251757 4.475789
H 1.914138 1.429366 3.653279
H -0.099179 0.488602 4.928693
F -4.537976 -2.985414 -2.894015
C -3.337049 -3.568196 -2.962185
C -2.439482 -3.081918 -3.921898
C -1.178582 -3.602365 -3.901717
C -0.889236 -4.670497 -3.132191
C -1.860265 -5.308312 -2.362880
C -3.112559 -4.683643 -2.242081
H -2.679447 -2.129193 -4.374957
H -0.335530 -2.983335 -4.215438
H 0.188510 -4.964002 -2.952634
H -1.697431 -6.214695 -1.853586
H -3.907968 -5.165462 -1.632055
C 3.414482 -1.300019 4.866177
N 4.324362 -0.407099 4.233762
C 5.663954 -0.230570 4.910921
C 4.201371 0.060882 2.927204
O 5.074772 0.648627 2.324584
H 3.825335 -2.310422 5.010714
H 2.574354 -1.427813 4.215166
H 3.095906 -1.004809 5.884920
H 5.463868 0.523535 5.629367
H 5.964607 -1.169958 5.302194
H 6.364257 0.180282 4.165202
H 3.243965 -0.202700 2.468652
C 3.502998 0.014032 -1.121735
N 4.881674 -0.085300 -1.679386
C 5.943669 -0.604363 -0.936624
C 5.120130 0.363074 -2.962372
O 6.203245 0.318330 -3.561783
H 2.702004 0.264457 -1.797152
H 3.595385 0.777138 -0.310836
H 3.142705 -0.923690 -0.633168
H 6.059840 -0.077488 -0.015358
H 5.697342 -1.663676 -0.757345
H 6.769067 -0.518529 -1.596547
H 4.196768 0.631153 -3.488205
C 0.003352 -0.371813 -1.269737
N 0.080929 -1.296510 -0.165057
C -0.663873 -2.509309 -0.228234
C 0.751455 -0.898530 0.962390
O 0.879111 -1.570387 2.007820
H 0.297861 -0.699086 -2.247121
H 0.643240 0.477285 -1.014087
H -1.058199 0.047235 -1.227817
H -1.740238 -2.259402 -0.348088
H -0.373453 -3.088630 -1.095065
H -0.594401 -2.919516 0.780612
H 1.165360 0.104240 0.895248
C -0.403860 1.220602 -6.290545
C -1.798632 1.878622 -5.976002
C -1.962538 1.394341 -4.519386
O -0.619669 1.454573 -4.014990
C 0.310080 1.053333 -4.972627
H 0.171070 1.770316 -7.052022
H -0.577463 0.224988 -6.772050
H -2.680120 1.628142 -6.615044
H -1.612635 2.849753 -5.789206
H -2.342596 0.376163 -4.466715
H -2.533733 1.998199 -3.870462
H 0.497501 -0.022537 -4.816923
H 1.207849 1.615768 -4.764994
C -6.733020 0.274707 -0.749864
C -6.100457 -0.784522 -1.658873
C -4.964792 0.106880 -2.278275
O -4.681414 1.186547 -1.366939
C -5.489575 1.015241 -0.216378
H -7.374848 -0.085084 0.145577
H -7.381896 0.928039 -1.330235
H -6.803652 -1.235313 -2.407196
H -5.633913 -1.610306 -1.108211
H -5.249931 0.537150 -3.212982
H -4.081050 -0.461624 -2.427278
H -5.715301 1.973135 0.201318
H -5.034609 0.422256 0.619238
C -2.614410 2.973160 1.524570
C -1.620766 3.477133 2.548171
C -0.350423 3.415153 1.750650
O -0.397050 2.312095 0.840585
C -1.767680 1.921229 0.782432
H -2.885909 3.782063 0.841368
H -3.522960 2.489357 2.030672
H -1.603159 2.800581 3.387822
H -1.703141 4.455410 3.064727
H 0.424354 3.322834 2.485872
H -0.243319 4.332302 1.092070
H -1.874765 0.948707 1.274360
H -2.103938 1.798381 -0.253399

Forces on the atoms, in the same order (eV/Å):
-0.278 0.389 0.257
0.026 -1.015 0.810
0.775 -0.769 -1.632
0.519 -0.962 -0.084
-0.885 1.689 0.929
-0.362 -0.575 -2.095
0.138 1.395 -0.252
-0.306 0.443 0.284
-0.015 -0.052 -0.459
0.126 -0.094 0.630
-0.218 0.299 0.927
0.417 -0.704 0.622
-0.329 -0.251 -0.190
-0.571 2.268 0.135
1.662 0.498 0.065
1.069 -1.074 -1.055
-2.199 0.907 1.045
0.096 -0.202 -0.355
1.030 -2.895 0.416
-0.123 0.627 0.384
-0.633 0.197 -0.118
1.082 -0.421 0.067
-0.253 0.502 -0.228
-0.854 -0.221 -0.099
1.556 0.342 0.188
-2.615 -0.487 -0.577
2.431 -0.333 0.088
-0.800 -0.272 0.210
-0.832 -0.898 -0.446
-0.979 -0.725 0.702
0.938 1.499 -0.255
-0.066 0.325 0.171
-0.214 0.595 -0.308
0.800 0.070 0.293
0.250 0.190 -0.109
-0.483 -0.374 0.018
-0.112 -0.159 -0.301
0.783 0.512 0.374
0.059 -1.266 -3.102
-0.030 0.863 2.021
1.390 2.766 0.914
0.193 -1.877 -2.086
-1.364 -0.981 2.450
-0.292 0.685 1.355
0.059 0.257 0.237
-0.280 -0.490 -0.128
-0.282 -0.921 -1.142
-0.121 0.547 -0.617
-0.539 0.326 0.160
-0.106 0.638 -2.213
-1.169 0.937 1.518
1.145 1.804 -0.208
2.013 -2.418 1.830
-0.863 1.609 -0.682
0.179 -2.444 1.107
0.005 -0.127 -0.350
-0.294 -0.375 -0.762
-1.337 0.124 -0.635
0.451 -0.822 0.646
0.626 0.680 -0.455
-0.294 -0.726 0.565
2.032 0.779 -1.046
-1.734 0.852 -2.242
0.274 -1.083 1.524
-0.067 0.244 -0.033
0.285 0.147 -0.211
-0.851 0.027 -0.207
0.051 0.378 -0.579
0.385 0.479 1.199
0.412 -0.692 0.508
-0.246 -0.394 0.361
-0.354 -0.042 0.038
1.385 -0.071 1.861
-2.799 1.520 -2.791
-0.420 -1.465 0.573
0.921 -1.298 -0.153
-1.439 0.314 1.143
0.330 0.378 -0.748
-0.559 -0.421 -0.445
0.735 0.382 -0.385
0.322 0.287 0.764
0.514 0.099 0.320
1.198 -0.091 -0.146
-0.127 0.375 0.069
-1.686 1.856 1.431
1.655 0.995 0.695
-1.326 0.578 0.665
-0.594 -1.724 0.604
-0.194 0.789 -1.424
-0.067 -0.756 -0.383
-0.124 0.035 -0.149
1.217 -0.499 -0.820
0.358 -0.061 -0.117
0.240 -0.544 0.280
0.257 -0.807 -0.450
0.132 0.311 -0.205
-0.797 -0.511 -2.465
0.171 -3.713 0.907
1.438 -0.941 -0.889
-1.051 0.517 1.519
-0.700 -1.060 0.289
-0.227 0.090 0.381
0.119 0.635 0.469
1.055 0.390 0.290
0.123 3.782 -0.402
-0.076 -0.398 0.007
-0.816 0.852 0.545
0.417 0.127 -0.069
0.360 0.212 -0.430
-0.800 -0.655 2.153
0.107 0.558 -0.392
-0.767 -0.351 0.755
0.126 -0.524 0.082
-0.760 -0.924 0.019
1.043 0.199 -1.514
0.130 0.218 -0.082
0.717 0.575 0.555
-0.234 0.248 0.071
-0.330 0.352 -0.736
0.948 -0.570 -0.137
-0.151 0.769 0.128
0.087 0.204 -0.877
-1.121 -0.449 0.556
-0.100 0.299 0.318
0.463 1.411 -0.771
-0.422 0.110 0.665
-0.775 -0.466 -0.106
-0.336 -0.182 0.050
1.041 0.865 -1.051
0.300 -0.662 0.267
-0.479 -0.221 -0.870
1.131 -0.081 -0.240
0.127 -0.677 1.020
0.050 -0.067 -0.053
0.153 0.105 0.062

Atomic partial charges in e from the Mulliken method, atoms 1 to 4:
1. F -0.097
2. C 0.462
3. C -0.285
4. C -0.578

3.
C41H48Br9F3O15 | ωB97M-V/def2-TZVPD

Properties
* lowest unoccupied orbital energy: -1.4 eV
* DFT total energy: -26185.2970 Eh
* largest force on an atom: 6.540 eV/Å

Positions of all 116 atoms, in Å:
C 19.280090 9.976810 0.177770
C 20.062670 8.641610 0.257760
C 21.054400 8.470730 1.430880
O 20.854540 7.256010 1.989780
C 19.748250 6.779210 1.381080
O 19.167970 5.760040 1.806680
O 19.186390 7.594910 0.415260
H 18.760630 10.124460 -0.769050
H 19.996380 10.797410 0.218380
H 18.535540 10.137720 0.957420
H 20.743540 8.608150 -0.592760
H 20.871150 9.247420 2.173360
H 22.027320 8.624350 0.964050
C 20.403860 13.787770 0.310170
C 20.480500 13.493860 1.861200
C 20.856650 14.502150 2.915640
O 19.797430 14.316130 3.828570
C 18.958570 13.278660 3.448410
O 18.000470 12.864390 4.133690
O 19.133490 13.082580 2.191230
H 19.944160 12.969400 -0.243950
H 21.425760 13.818320 -0.067810
H 19.962320 14.752680 0.060990
H 21.167250 12.649960 1.926840
H 20.828770 15.555870 2.638160
H 21.860820 14.255950 3.260800
C 16.501160 14.419800 6.641170
C 16.267660 13.840150 7.914580
C 16.686840 12.467890 8.091660
O 17.692680 12.514400 9.060060
C 17.873900 13.761290 9.528620
O 18.489380 14.035420 10.526490
O 17.074350 14.619710 8.837220
H 16.106750 15.431930 6.550970
H 15.983340 13.853100 5.867330
H 17.571180 14.434880 6.433960
H 15.191800 13.981030 8.018350
H 17.281880 12.182910 7.224010
H 15.946530 11.753450 8.451700
C 23.303430 19.028210 1.053330
C 24.088690 18.613980 2.284720
C 23.415350 18.918220 3.591720
O 23.621350 17.749840 4.299650
C 23.887130 16.744680 3.512500
O 23.888450 15.580400 3.723170
O 24.037940 17.265240 2.318400
H 22.297080 18.612110 1.100620
H 23.758640 18.723730 0.110890
H 23.203570 20.108470 1.158920
H 25.118870 18.958130 2.376370
H 22.333460 18.919590 3.459030
H 23.731440 19.764520 4.201600
C 27.356090 11.928500 3.205580
C 26.391400 13.004770 3.655440
C 25.134660 12.458480 4.426380
O 25.460350 12.686500 5.679650
C 26.346730 13.701310 5.739550
O 26.726230 14.305400 6.781490
O 26.853700 13.937930 4.548900
H 26.841470 11.107440 2.706440
H 27.885340 11.492390 4.052810
H 28.144660 12.364060 2.591950
H 26.033820 13.438990 2.721790
H 24.989360 11.379000 4.385020
H 24.164410 12.927690 4.263440
F 16.556500 13.405740 -4.848100
C 16.615330 14.418900 -3.963100
C 16.253800 15.677830 -4.423160
C 16.332710 16.730380 -3.507990
C 16.743250 16.525680 -2.222450
C 16.993750 15.270420 -1.744120
C 16.847440 14.124510 -2.619120
H 16.132350 15.931310 -5.465950
H 16.183090 17.737020 -3.869510
H 16.698730 17.445010 -1.657430
H 17.087940 15.025860 -0.696400
H 16.975550 13.101350 -2.297980
F 22.664780 18.437740 -3.064490
C 21.852560 17.359140 -3.108560
C 22.390010 16.193680 -2.592140
C 21.629930 15.088920 -2.673330
C 20.400760 15.100540 -3.343380
C 19.910840 16.280870 -3.881040
C 20.632230 17.440810 -3.762660
H 23.387010 16.199000 -2.176960
H 21.849370 14.102280 -2.292830
H 19.958670 14.126700 -3.493750
H 18.955870 16.320090 -4.383930
H 20.271670 18.390940 -4.128220
F 21.288420 17.251080 6.461900
C 21.361920 16.111360 7.268240
C 21.935250 15.023770 6.624830
C 22.301430 13.906610 7.308010
C 21.935640 13.911650 8.594710
C 21.187530 14.920100 9.270770
C 20.896800 16.101710 8.526740
H 22.393800 15.032810 5.647050
H 22.850300 13.051280 6.942560
H 22.199860 13.090000 9.243940
H 20.841820 14.696050 10.269110
H 20.292190 16.908740 8.913450
C 25.588280 11.871830 -0.922420
Br 24.112410 12.952940 -0.095640
Br 26.304060 12.624090 -2.638840
Br 25.125940 9.934760 -1.063610
H 26.420200 11.849110 -0.218500
C 18.398270 17.934710 4.110350
Br 16.462030 18.442360 4.659800
Br 19.628370 19.574760 4.241780
Br 18.338690 16.969700 2.425990
H 18.799740 17.213460 4.822190
C 21.484680 10.318310 5.892110
Br 22.078620 11.032430 4.141140
Br 21.021970 8.426530 5.662640
Br 20.095860 11.464450 6.678060
H 22.358720 10.479920 6.523020

Forces on the atoms, in the same order (eV/Å):
0.599 -0.048 -0.007
0.609 2.699 0.003
0.532 4.129 -0.855
-1.048 -1.742 -0.956
-4.034 -4.549 2.410
2.162 3.318 -1.957
0.908 -2.285 1.061
0.046 -0.452 -0.143
0.134 0.052 0.185
0.211 -0.314 0.262
-0.747 -0.595 -0.834
0.218 0.067 0.173
0.415 -0.332 0.676
1.133 0.493 1.220
-0.478 -0.495 -3.695
-0.268 0.355 -0.723
-0.260 -1.223 2.036
-3.695 1.501 3.683
3.554 1.120 -1.999
1.027 -1.524 -1.560
-0.330 0.081 0.357
0.095 0.174 0.028
-0.270 -0.118 0.099
-0.338 -0.372 0.318
0.087 -0.070 -0.347
-0.233 0.108 0.692
0.712 1.008 -3.461
-1.727 2.258 1.243
1.534 -2.028 -0.485
1.450 0.064 1.748
-1.086 0.311 1.604
-0.083 -0.097 -1.431
-0.022 -0.663 0.805
0.117 0.098 0.270
0.199 -0.165 -0.193
0.050 -0.017 -0.379
-0.105 0.019 1.368
-0.966 -0.775 -0.598
-0.083 0.035 -0.533
0.267 0.942 0.613
-0.318 2.031 -0.355
-1.608 1.049 0.039
0.491 -1.073 3.809
-0.519 0.663 -0.685
0.199 -1.218 0.826
1.202 -3.675 -2.669
0.046 -0.129 0.121
0.140 0.226 0.154
-0.059 0.190 -0.693
0.254 0.100 -0.696
-0.186 0.735 -0.172
0.151 -0.032 -0.341
0.912 0.051 1.010
-2.800 -1.916 -2.298
-0.528 -1.537 -3.466
1.513 1.789 5.244
1.785 2.274 5.535
-1.881 -2.574 -4.111
1.169 1.094 -0.227
-0.069 0.247 -0.222
-0.067 -0.134 0.207
-0.141 -0.086 -0.282
-0.006 0.778 0.230
0.086 -0.093 -0.810
0.174 0.330 -0.874
0.183 -0.245 -0.051
-0.971 -0.297 0.351
1.035 0.766 0.638
0.208 -0.562 -1.771
-0.548 1.090 0.564
-0.907 -2.839 -0.679
0.638 2.406 -0.001
-0.338 -0.493 -0.111
-0.243 0.080 0.051
0.472 -0.301 0.811
0.390 0.357 0.162
0.047 0.050 0.091
-0.220 0.382 0.064
0.507 0.182 -0.524
0.693 1.279 0.300
-1.981 -2.001 -0.646
0.553 0.073 -0.045
-0.610 -0.751 -0.057
0.847 0.542 0.714
0.015 0.073 0.147
0.861 0.137 0.185
-0.586 0.199 0.017
-0.043 -0.184 -0.072
0.069 0.024 -0.095
-0.458 -0.679 0.895
0.701 0.420 -3.186
1.441 0.367 -1.332
-0.201 0.040 0.052
-1.286 -0.129 4.502
0.737 -0.113 -2.306
-0.537 -1.168 2.228
-0.560 0.949 -0.477
0.080 0.256 -0.532
0.051 -0.362 -0.047
-0.014 0.447 -0.013
0.176 0.130 0.128
-0.064 -0.304 -0.264
1.152 -0.805 -0.751
-0.827 -0.573 1.402
0.043 1.311 -0.096
-0.293 0.379 -0.195
-0.682 0.888 0.394
2.107 -0.467 -0.480
-1.353 -1.642 -0.412
0.097 0.830 0.361
-0.255 0.391 0.113
-0.214 0.440 -0.290
-0.496 -0.184 0.518
0.173 1.068 0.339
0.439 -0.948 -0.510
-0.253 -0.568 -0.061

Atomic partial charges in e from the Mulliken method, atoms 1 to 4:
1. C -1.043
2. C 0.456
3. C -0.009
4. O -0.288

- The highest DFT total energy belongs to which entry?
  C4H5N3